Entry 1:
Here is a molecular structure, C23H22AuGeN2O3 from OMol25. Energies are from the ωB97M-V functional and the def2-TZVPD basis.

The geometry in XYZ format:
```
52
C23H22AuGeN2O3 the ωB97M-V functional and the def2-TZVPD basis
Au 1.611 0.148 -1.660
N 3.736 1.560 -2.695
C 3.093 2.869 -2.538
C 1.680 2.832 -3.121
O 1.375 3.643 -4.000
N 0.856 1.913 -2.593
C -0.294 1.479 -3.365
C 0.035 0.175 -4.099
O -0.662 -0.206 -5.027
O 1.077 -0.458 -3.645
H 3.774 1.289 -3.671
H 4.675 1.546 -2.321
H 3.027 3.088 -1.469
H 3.618 3.684 -3.040
H -1.134 1.278 -2.693
H -0.596 2.234 -4.089
C 1.636 0.197 0.281
Ge 0.045 -0.513 1.095
C -0.097 -2.425 0.691
C 0.203 -3.430 1.610
C 0.253 -4.766 1.225
C 0.022 -5.116 -0.096
C -0.269 -4.129 -1.029
C -0.329 -2.799 -0.637
C -1.469 0.416 0.272
C -2.541 -0.251 -0.321
C -3.547 0.453 -0.974
C -3.500 1.837 -1.036
C -2.448 2.518 -0.435
C -1.443 1.810 0.208
C -0.008 -0.150 3.024
C 0.490 1.081 3.458
C 0.447 1.445 4.798
C -0.091 0.574 5.736
C -0.593 -0.652 5.325
C -0.555 -1.006 3.981
H 2.502 0.469 0.883
H 0.421 -3.178 2.640
H 0.481 -5.531 1.959
H 0.083 -6.153 -0.403
H -0.432 -4.384 -2.068
H -0.541 -2.046 -1.390
H -2.594 -1.332 -0.281
H -4.360 -0.084 -1.447
H -4.272 2.385 -1.562
H -2.402 3.599 -0.484
H -0.611 2.355 0.643
H 0.929 1.763 2.737
H 0.836 2.407 5.110
H -0.121 0.853 6.782
H -1.019 -1.333 6.052
H -0.979 -1.955 3.680
```

Its orbital gap (alpha / beta) is 7.10 / 7.23 eV. The energy above the lowest of the compared OMol25 structures with the same formula, charge and spin comes out at 1.5266 eV. Its total charge is -1.


Entry 2:
Here is a molecular structure, C23H22BFIN5O2PtS from OMol25. Energies are from the ωB97M-V functional and the def2-TZVPD basis.

The geometry in XYZ format:
```
57
C23H22BFIN5O2PtS the ωB97M-V functional and the def2-TZVPD basis
Pt -0.212 0.025 0.530
C 0.547 -3.680 -1.722
C -0.020 -2.585 -0.886
N 0.802 -1.737 -0.198
N 2.091 -2.094 -0.154
C 2.875 -1.584 0.766
N 4.214 -1.806 0.621
S 2.299 -0.689 2.103
C -1.387 -2.383 -0.675
C -2.441 -3.169 -1.207
C -3.722 -2.954 -0.793
C -3.990 -1.951 0.161
C -2.954 -1.171 0.605
N -1.694 -1.354 0.188
H 1.446 -3.342 -2.233
H -0.176 -4.025 -2.456
H 0.832 -4.527 -1.096
H 4.499 -2.501 -0.050
H 4.791 -1.681 1.434
H -2.215 -3.949 -1.918
H -4.526 -3.559 -1.185
H -4.984 -1.786 0.544
H -3.096 -0.379 1.327
F 0.916 4.656 -4.217
C 0.329 3.876 -3.295
C 0.348 4.277 -1.972
C -0.259 3.468 -1.028
C -0.872 2.268 -1.405
C -1.524 1.393 -0.421
C -0.874 1.904 -2.756
C -0.274 2.702 -3.711
H 0.848 5.193 -1.693
H -0.224 3.747 0.016
H -2.304 0.785 -0.872
H -1.881 1.898 0.478
H -1.355 0.981 -3.058
H -0.263 2.435 -4.758
I 5.663 -1.250 -3.592
C 4.459 -0.098 -2.338
C 3.089 -0.076 -2.540
C 2.290 0.652 -1.672
C 2.846 1.362 -0.622
C 4.230 1.375 -0.468
C 5.037 0.633 -1.309
C 2.038 2.154 0.366
O 2.417 3.243 0.734
O 0.990 1.579 0.921
H 2.646 -0.624 -3.359
H 1.220 0.670 -1.844
H 4.659 1.959 0.334
H 6.108 0.621 -1.165
B -0.193 -0.054 5.159
C -0.619 -0.025 3.657
N -0.946 -0.003 2.542
H -0.029 -1.214 5.448
H 0.829 0.589 5.197
H -1.077 0.463 5.797
```

Its orbital gap (alpha / beta) is 6.15 / 5.52 eV. As for the expectation value of S²: 6.055. The spin multiplicity is 5. The energy above the lowest of the compared OMol25 structures with the same formula, charge and spin comes out at 1.3359 eV.


Entry 3:
Here is a molecular structure, C23H22BN11O8Pd from OMol25. Energies are from the ωB97M-V functional and the def2-TZVPD basis.

The geometry in XYZ format:
```
66
C23H22BN11O8Pd the ωB97M-V functional and the def2-TZVPD basis
Pd 0.012 0.336 0.225
C -3.546 -1.607 0.560
C -2.199 -1.634 0.284
N -1.643 -0.532 0.838
N -2.623 0.267 1.313
C -3.771 -0.389 1.207
B -2.188 1.547 2.059
N -1.703 2.571 1.016
C -1.952 3.878 0.877
C -1.003 4.427 0.029
C -0.170 3.370 -0.312
N -0.609 2.265 0.296
N -0.910 1.123 2.843
C -0.657 1.110 4.152
C 0.618 0.606 4.363
C 1.105 0.314 3.103
N 0.182 0.657 2.193
H -4.267 -2.377 0.351
H -1.580 -2.387 -0.176
H -4.676 0.024 1.622
H -3.035 1.988 2.762
H -2.770 4.337 1.407
H -0.914 5.453 -0.281
H 0.722 3.353 -0.918
H -1.396 1.471 4.848
H 1.130 0.478 5.300
H 2.066 -0.085 2.835
C -4.494 -0.045 -2.209
C -3.167 0.609 -1.951
O -2.598 0.544 -0.865
N -2.601 1.292 -2.971
C -1.337 1.964 -2.786
C -0.167 1.015 -2.956
C 0.486 1.033 -4.183
C 1.392 0.043 -4.522
C 1.578 -0.995 -3.628
C 0.945 -0.932 -2.404
N 0.144 0.080 -2.033
H -5.209 0.317 -1.471
H -4.387 -1.120 -2.068
H -4.885 0.146 -3.206
H -3.060 1.338 -3.865
H -1.353 2.453 -1.820
H -1.257 2.731 -3.554
H 0.244 1.815 -4.888
H 1.901 0.061 -5.476
H 2.205 -1.844 -3.859
H 1.065 -1.732 -1.695
O 6.816 -2.198 1.806
N 5.938 -3.027 1.865
O 6.043 -4.176 2.219
C 4.585 -2.584 1.460
C 4.413 -1.305 1.012
C 3.136 -0.891 0.631
C 2.002 -1.747 0.695
O 0.778 -1.458 0.350
C 2.273 -3.059 1.158
C 3.525 -3.471 1.547
N 1.196 -4.073 1.241
O 1.350 -4.949 2.054
O 0.257 -3.969 0.477
N 3.061 0.501 0.210
O 1.975 1.017 -0.179
O 4.049 1.164 0.199
H 5.256 -0.630 0.961
H 3.678 -4.479 1.910
```

Its orbital gap is 6.71 eV. Its total charge is +2.


Entry 4:
Here is a molecular structure, C23H22BiBrClF6N2O11P3Se2Te2 from OMol25. Energies are from the ωB97M-V functional and the def2-TZVPD basis.

The geometry in XYZ format:
```
74
C23H22BiBrClF6N2O11P3Se2Te2 the ωB97M-V functional and the def2-TZVPD basis
Bi 0.801 -2.187 0.061
C 2.690 -0.290 3.061
O 1.856 0.083 1.976
C 1.308 1.317 2.008
C 1.596 2.267 2.971
C 0.988 3.517 2.908
Br 1.456 4.821 4.212
C 0.069 3.829 1.942
C -0.249 2.870 0.969
C 0.392 1.621 0.972
O 0.146 0.690 0.065
C -1.268 3.120 -0.044
N -1.521 2.298 -1.032
C -2.575 2.834 -1.736
C -3.236 2.356 -2.864
C -4.289 3.111 -3.345
C -4.675 4.312 -2.735
C -4.020 4.800 -1.619
C -2.968 4.039 -1.128
N -2.113 4.200 -0.056
H 3.582 0.341 3.107
H 2.991 -1.317 2.873
H 2.144 -0.241 4.007
H 2.292 2.053 3.767
H -0.385 4.810 1.931
H -0.475 1.050 -0.627
H -2.914 1.437 -3.336
H -4.829 2.770 -4.218
H -5.501 4.872 -3.152
H -4.313 5.733 -1.154
H -2.131 4.951 0.608
Se 1.514 -4.232 -1.483
Te 2.803 -5.778 -0.041
Te 1.170 -5.813 2.123
Se 0.827 -3.391 2.430
C -3.490 -0.669 -0.698
C -3.294 -1.749 0.352
O -4.562 -2.134 0.907
P -2.342 -1.101 1.799
O -3.054 -1.794 3.033
O -2.792 0.449 1.882
O -0.869 -1.177 1.941
P -2.552 -3.348 -0.312
O -2.663 -3.254 -1.893
O -3.476 -4.387 0.197
O -1.085 -3.470 0.095
H -4.059 0.156 -0.272
H -4.045 -1.091 -1.535
H -2.533 -0.295 -1.053
H -4.599 -3.112 0.771
H -3.955 -2.059 2.767
H -2.030 0.982 2.158
H -1.974 -2.780 -2.392
Cl 8.524 -0.639 0.588
C 6.878 -1.211 0.598
C 6.531 -2.299 1.405
C 5.241 -2.761 1.406
C 4.218 -2.165 0.616
O 3.045 -2.698 0.652
C 4.596 -1.047 -0.179
C 3.658 -0.298 -0.991
O 2.446 -0.366 -0.962
C 5.931 -0.610 -0.187
H 7.288 -2.773 2.016
H 4.956 -3.617 2.005
H 4.137 0.441 -1.664
H 6.202 0.233 -0.812
F -0.741 -0.994 -2.123
P -0.187 -0.870 -3.698
F 1.165 -1.638 -3.253
F 0.320 -0.792 -5.209
F -0.886 -2.317 -3.964
F -1.579 -0.144 -4.076
F 0.469 0.543 -3.336
```

Its orbital gap (alpha / beta) is 6.82 / 4.91 eV. As for the expectation value of S²: 0.764. The spin multiplicity is 2. Its total charge is -1.